Entry 1:
A structure of composition C30H29N6O5SV at a distorted geometry, computed with ωB97M-V/def2-TZVPD.

Positions of all 72 atoms, in Å:
1 V -0.1332 -0.0903 -0.0901
2 C 1.4427 3.1314 0.8549
3 O 0.7384 1.9467 1.1945
4 C -0.2666 2.0538 2.1231
5 C -0.6137 3.1908 2.8404
6 C -1.6602 3.1367 3.7552
7 C -2.3709 1.9679 3.9635
8 C -2.0069 0.8155 3.2888
9 C -0.9666 0.8589 2.3764
10 N -0.4861 -0.2742 1.7066
11 N -0.1886 -1.2486 2.4581
12 C 0.6476 -2.2042 2.0722
13 C 1.5330 -1.9676 0.9656
14 O 1.2577 -0.9694 0.2111
15 C 2.6700 -2.7962 0.8148
16 C 2.7983 -3.9241 1.5692
17 C 1.8281 -4.2938 2.5367
18 C 1.8810 -5.5330 3.1944
19 C 0.8938 -5.8957 4.0780
20 C -0.1641 -5.0271 4.3475
21 C -0.2353 -3.8015 3.7284
22 C 0.7548 -3.4178 2.8195
23 H 2.0532 3.4751 1.6985
24 H 0.7497 3.9225 0.5497
25 H 2.0910 2.8678 0.0191
26 H -0.0778 4.1172 2.7105
27 H -1.9068 4.0253 4.3148
28 H -3.1874 1.9424 4.6657
29 H -2.5235 -0.1223 3.4316
30 H 3.3775 -2.5601 0.0344
31 H 3.6322 -4.5906 1.4050
32 H 2.6873 -6.2149 2.9745
33 H 0.9363 -6.8531 4.5708
34 H -0.9343 -5.3292 5.0376
35 H -1.0580 -3.1298 3.9056
36 N -4.9224 -6.4898 -3.2337
37 C -4.0276 -5.6205 -2.6960
38 C -2.6591 -5.7501 -2.9861
39 C -1.7327 -4.9244 -2.3897
40 C -2.1640 -3.9368 -1.5221
41 C -3.5114 -3.7480 -1.2662
42 C -4.4414 -4.5734 -1.8561
43 S -1.0080 -3.0051 -0.5729
44 O -1.5575 -2.8117 0.7425
45 O 0.3066 -3.5828 -0.6578
46 N -0.9242 -1.4608 -1.1543
47 C -0.4423 -1.1680 -2.3661
48 N -0.7407 -1.8981 -3.4392
49 C -0.3369 -1.4316 -4.6058
50 C 0.3861 -0.2527 -4.7364
51 C 0.7156 0.4027 -3.5600
52 N 0.3055 -0.0419 -2.3850
53 H -4.5837 -7.3218 -3.6840
54 H -5.8681 -6.5046 -2.8964
55 H -2.3338 -6.5319 -3.6546
56 H -0.6734 -5.0544 -2.5451
57 H -3.8008 -2.9801 -0.5654
58 H -5.4906 -4.4432 -1.6435
59 H -0.6147 -2.0303 -5.4626
60 H 0.6831 0.1360 -5.6930
61 H 1.3101 1.3090 -3.5502
62 C -2.1982 2.8550 -1.4163
63 C -2.4850 1.4618 -0.8411
64 C -3.5159 1.5292 0.2941
65 O -1.3310 0.8857 -0.3979
66 H -3.0967 3.2606 -1.8683
67 H -1.4175 2.7835 -2.1720
68 H -1.8694 3.5218 -0.6223
69 H -2.8739 0.8057 -1.6502
70 H -3.1927 2.2538 1.0396
71 H -3.6064 0.5523 0.7673
72 H -4.4789 1.8300 -0.1087

HOMO-LUMO gap (alpha / beta), eV: 6.80 / 6.40
Charge: +1
Spin multiplicity: 2



Entry 2:
A cluster of 2 separate species, C30H30BF7O2 in total at a distorted geometry, computed with ωB97M-V/def2-TZVPD.

Positions of all 70 atoms, in Å:
1 C -4.1694 -2.5398 3.6801
2 C -3.0841 -1.4883 3.4907
3 C -2.0590 -1.7089 4.6020
4 O -2.4963 -1.6143 2.2087
5 B -1.9632 -0.2946 1.9301
6 C -0.3546 -0.3328 2.3151
7 C 0.1719 0.8482 2.7875
8 C 1.4948 0.8876 3.2002
9 C 2.0643 2.1958 3.6450
10 F 2.6394 2.1081 4.8825
11 F 3.0313 2.6341 2.7803
12 F 1.1193 3.1820 3.7133
13 C 2.2832 -0.2511 3.2049
14 C 1.7162 -1.4311 2.7527
15 C 2.5588 -2.6706 2.7915
16 F 1.8607 -3.7966 2.4684
17 F 3.6129 -2.5842 1.9201
18 F 3.0950 -2.8747 4.0376
19 C 0.4016 -1.4910 2.2892
20 C -1.9584 0.2747 0.3361
21 C -1.2452 1.5547 0.1039
22 C -1.7170 2.6747 -0.5443
23 O -2.6596 0.7198 2.7083
24 C -3.6180 0.0255 3.4792
25 C -4.9609 0.1145 2.7605
26 C -3.7376 0.7147 4.8337
27 H -4.6647 -2.3859 4.6497
28 H -4.9236 -2.5135 2.8871
29 H -3.7195 -3.5399 3.7044
30 H -2.5670 -1.7212 5.5738
31 H -1.5819 -2.6883 4.4707
32 H -1.2861 -0.9322 4.6235
33 H -0.4343 1.7468 2.8415
34 H 3.3148 -0.2102 3.5417
35 H -0.0006 -2.4490 1.9709
36 H -1.5088 -0.5535 -0.2406
37 H -3.0081 0.3315 0.0191
38 H -0.2079 1.5741 0.5112
39 H -1.1146 3.5910 -0.5550
40 H -2.7992 2.7972 -0.6638
41 H -5.7488 -0.3419 3.3722
42 H -5.2028 1.1725 2.6008
43 H -4.9119 -0.3981 1.7887
44 H -4.4496 0.1716 5.4687
45 H -2.7770 0.7875 5.3611
46 H -4.1308 1.7303 4.6826
47 F -4.4919 4.7681 -5.8812
48 C -4.1512 3.8013 -4.9568
49 C -5.1100 2.8380 -4.6440
50 C -4.7492 1.8079 -3.7404
51 C -3.4672 1.7486 -3.1974
52 C -2.5130 2.7716 -3.4913
53 C -1.2063 2.7254 -2.9021
54 C -0.1584 3.5902 -3.4000
55 C 0.7813 4.1541 -2.4928
56 C 1.8329 4.9415 -2.9581
57 C 2.0142 5.1544 -4.3352
58 C 1.0798 4.6265 -5.2415
59 C 0.0063 3.8758 -4.7879
60 C -2.9112 3.8622 -4.3326
61 H -6.1093 2.8934 -5.0788
62 H -5.4821 1.0563 -3.4316
63 H -3.1638 0.9474 -2.5072
64 H -0.8776 1.7291 -2.5310
65 H 0.6358 3.9745 -1.4262
66 H 2.5280 5.3988 -2.2456
67 H 2.8660 5.7356 -4.7056
68 H 1.1912 4.8247 -6.3086
69 H -0.7232 3.4826 -5.4944
70 H -2.2820 4.7438 -4.4911

HOMO-LUMO gap, eV: 4.57



Entry 3:
A structure of composition C30H30F4N7O4Rh, computed with ωB97M-V/def2-TZVPD.

Positions of all 76 atoms, in Å:
1 Rh -1.2733 -3.3614 -0.5809
2 F 2.9513 1.7632 1.2850
3 C 1.6609 1.8639 0.8509
4 C 0.9785 0.7289 0.5184
5 C -0.3504 0.8343 -0.0010
6 C -1.0155 -0.3473 -0.4039
7 O -0.4171 -1.4760 -0.2336
8 C -2.3272 -0.1947 -0.9807
9 C -2.8755 1.0393 -1.0202
10 N -2.2691 2.1846 -0.5837
11 C -3.0975 3.3694 -0.6612
12 C -2.6714 4.7262 -1.1293
13 C -3.1145 4.5097 0.3080
14 C -0.9487 2.1279 -0.1100
15 C -0.2195 3.2446 0.2560
16 C 1.1090 3.1292 0.7543
17 N 1.8383 4.3332 1.0106
18 C 2.6298 4.4036 2.2260
19 C 3.0057 5.8898 2.4502
20 N 2.1796 6.6838 1.4849
21 C 2.6322 6.4248 0.0776
22 C 2.5805 4.8907 -0.1136
23 C -3.1614 -1.2916 -1.5822
24 O -4.3292 -1.0837 -1.8648
25 O -2.5726 -2.4332 -1.7973
26 H 1.4321 -0.2451 0.6173
27 H -3.8701 1.1442 -1.4289
28 H -4.0793 3.0772 -1.0008
29 H -3.3426 5.2429 -1.8008
30 H -1.6241 4.8971 -1.3225
31 H -4.0892 4.8744 0.6005
32 H -2.3710 4.5415 1.0881
33 H -0.6199 4.2413 0.2004
34 H 3.5485 3.8124 2.1819
35 H 2.0252 4.0237 3.0483
36 H 4.0482 6.0994 2.2192
37 H 2.7884 6.2383 3.4570
38 H 2.1452 7.6754 1.7076
39 H 1.2408 6.2663 1.5316
40 H 3.6314 6.8416 -0.0286
41 H 1.9472 6.9551 -0.5812
42 H 3.5966 4.4808 -0.1810
43 H 2.0568 4.6458 -1.0337
44 F -3.4398 -5.1370 -0.8363
45 C -2.0702 -5.2168 -0.8976
46 F -1.7431 -6.1987 -0.0279
47 F -1.7924 -5.7112 -2.1298
48 O -2.9432 -2.9108 1.2515
49 N -4.0563 -2.5795 0.9275
50 C -5.2049 -3.1620 0.9302
51 C -6.3458 -2.4168 0.4881
52 N -7.2954 -1.8489 0.1860
53 C -5.3563 -4.4940 1.4409
54 N -5.4800 -5.5353 1.9065
55 C 3.7033 -4.1660 -2.5430
56 N 2.3430 -3.6836 -2.4828
57 C 2.2660 -2.3470 -1.9198
58 C 1.3652 -4.6024 -1.9055
59 C 1.3681 -4.6983 -0.3896
60 C 2.4223 -5.2907 0.3014
61 C 2.4463 -5.2986 1.6889
62 C 1.4181 -4.7006 2.4079
63 C 0.3645 -4.1103 1.7269
64 C 0.3168 -4.1332 0.3326
65 H 4.2691 -3.5539 -3.2496
66 H 3.7211 -5.1966 -2.9007
67 H 4.2313 -4.1208 -1.5770
68 H 2.6860 -1.6244 -2.6232
69 H 2.8138 -2.2553 -0.9678
70 H 1.2306 -2.0742 -1.7208
71 H 1.4976 -5.5868 -2.3599
72 H 0.3732 -4.2514 -2.2332
73 H 3.2244 -5.7701 -0.2470
74 H 3.2700 -5.7709 2.2097
75 H 1.4405 -4.6931 3.4906
76 H -0.4310 -3.6319 2.2888

HOMO-LUMO gap (alpha / beta), eV: 3.39 / 5.78
Spin multiplicity: 5